68
Properties=species:S:1:pos:R:3:forces:R:3:mulliken_charge:R:1 method="wB97M-V/def2-TZVPD" energy_ev=-78428.40668 charge=+1 de_lowest_kcal_mol=0.00
Sn -2.360 1.116 -1.017 0.019 0.265 0.795 0.8751
O -2.458 -0.071 1.125 1.144 -0.489 0.015 -0.7695
P -1.463 -1.025 1.791 -0.958 1.403 -0.774 1.0862
C -0.259 -1.728 0.621 0.571 0.107 -0.161 -1.3206
P 0.722 -0.474 -0.319 -0.972 -0.147 -0.099 0.9773
O -0.153 0.715 -0.666 -0.061 0.124 0.068 -0.2414
C 2.110 -0.044 0.687 1.521 0.318 0.548 1.1203
C 2.628 1.277 0.677 -0.617 -0.053 0.140 -0.5205
C 3.724 1.600 1.481 -0.042 -0.320 -0.256 -0.5586
C 4.380 0.603 2.217 -0.115 0.355 0.427 -0.5188
C 3.897 -0.707 2.224 0.058 -0.211 -0.477 -0.6603
C 2.799 -1.044 1.415 0.031 0.856 0.379 -0.6425
C 1.347 -1.264 -1.796 0.412 -0.475 -0.957 0.5315
C 1.157 -0.672 -3.066 -0.322 -0.330 0.357 -0.4678
C 1.547 -1.331 -4.234 -0.051 0.215 0.604 -0.7097
C 2.191 -2.559 -4.163 0.287 -0.131 -0.453 -0.4737
C 2.465 -3.116 -2.924 -0.075 -0.782 1.162 -0.6108
C 2.037 -2.486 -1.739 0.058 -0.356 -0.282 -0.2923
C -0.482 -0.280 3.056 0.788 0.174 0.976 0.3213
C 0.233 -1.114 3.939 0.470 0.367 0.090 -0.5477
C 1.208 -0.554 4.785 -0.725 -1.034 -0.144 -0.6708
C 1.410 0.813 4.813 0.332 0.535 -0.019 -0.5251
C 0.663 1.648 3.983 -0.628 -0.226 -0.248 -0.5409
C -0.307 1.100 3.121 0.673 0.077 0.065 -0.2502
C -2.321 -2.313 2.598 -0.456 -1.999 0.931 0.2438
C -3.408 -1.988 3.439 0.190 0.509 -0.569 -0.4958
C -4.156 -2.971 4.073 -0.244 0.358 0.163 -0.6283
C -3.849 -4.306 3.866 0.407 -0.536 -0.151 -0.4125
C -2.704 -4.652 3.131 -0.112 0.324 0.173 -0.7499
C -1.915 -3.664 2.527 -0.787 0.035 0.259 -0.0559
H -0.803 -2.307 -0.124 -0.058 -0.177 -0.060 0.7173
H 0.453 -2.361 1.176 -0.383 0.055 -0.224 0.6521
H 2.130 2.070 0.080 0.308 -0.708 0.513 0.3460
H 4.053 2.641 1.527 0.040 -0.421 -0.069 0.4281
H 5.248 0.885 2.840 -0.572 -0.267 -0.401 0.3733
H 4.390 -1.487 2.831 -0.307 0.547 -0.471 0.4126
H 2.471 -2.078 1.395 -0.019 0.104 0.067 0.1431
H 0.636 0.277 -3.141 0.061 -0.031 0.087 0.5431
H 1.321 -0.879 -5.190 0.074 0.011 -0.037 0.4284
H 2.494 -3.069 -5.090 -0.181 0.222 0.574 0.3730
H 2.939 -4.118 -2.802 -0.300 1.020 -0.398 0.3464
H 2.237 -3.018 -0.790 -0.186 0.496 -0.529 0.1706
H 0.033 -2.194 3.958 0.204 0.453 -0.012 0.3973
H 1.781 -1.212 5.446 -0.229 0.269 -0.228 0.4304
H 2.172 1.226 5.493 -0.460 -0.131 -0.435 0.3984
H 0.809 2.724 4.000 -0.011 -0.159 0.050 0.4347
H -0.903 1.712 2.452 0.173 0.146 0.126 0.3980
H -3.680 -0.931 3.543 0.038 -0.414 0.021 0.3852
H -4.988 -2.689 4.734 0.413 -0.128 -0.481 0.3821
H -4.492 -5.090 4.291 0.437 0.374 -0.140 0.3768
H -2.415 -5.697 3.051 -0.058 0.171 -0.054 0.3988
H -1.008 -3.970 2.012 -0.195 0.110 -0.115 0.3026
O -2.202 -0.862 -1.874 -0.367 -0.030 -3.589 -0.4010
N -2.441 -0.751 -3.229 -0.219 2.267 2.694 0.2501
O -2.738 0.428 -3.543 0.907 -2.602 0.718 -0.5091
C -0.627 6.209 -3.633 0.254 -1.452 -0.768 -0.8067
N -1.175 5.010 -4.392 0.397 -0.174 1.039 0.1446
C -1.450 4.886 -5.746 0.073 1.002 -0.218 -0.1330
C -1.838 3.616 -5.999 0.166 0.013 0.630 -0.6071
N -1.750 2.948 -4.767 -0.464 -0.648 -0.293 0.2040
C -1.356 3.778 -3.794 0.453 1.359 -0.423 -0.0901
S -1.011 3.452 -2.175 0.098 -0.220 0.094 -0.3440
H -0.560 7.076 -4.282 -0.170 -0.130 -0.245 0.3131
H 0.387 5.962 -3.263 -0.617 0.052 -0.184 0.3132
H -1.275 6.420 -2.796 -0.184 -0.017 0.185 0.3185
H -1.344 5.774 -6.381 -0.179 -0.765 0.194 0.3830
H -2.176 3.137 -6.907 0.124 0.089 0.234 0.4404
H -2.002 1.971 -4.552 0.146 0.781 -0.412 0.1938